Entry from the Open Molecules 2025 dataset: C15H14CuN4Se5Te as an isolated structure (ωB97M-V/def2-TZVPD).

```
40
Properties=species:S:1:pos:R:3:lowdin_spin:R:1
Cu -1.2062 0.8430 -0.5122 0.004
Se -2.9537 2.5441 -0.5097 0.025
Se -4.6076 1.0891 -1.2959 0.006
Te -4.4124 1.3400 -3.7869 0.395
Se -2.4210 0.1520 -4.3151 0.562
Se 0.0942 0.0391 3.9581 0.001
Se -1.2148 1.2096 2.4476 0.001
C -2.2383 -0.3065 1.8301 0.000
C -3.1569 -0.9343 2.6494 0.000
C -3.8954 -1.9837 2.1272 0.000
C -3.6848 -2.3619 0.8154 0.000
C -2.7484 -1.6681 0.0671 0.000
N -2.0329 -0.6506 0.5581 0.000
C 1.4577 -0.5422 2.7191 0.000
C 2.6904 -0.9004 3.2541 0.000
C 3.6682 -1.3319 2.3781 0.000
C 3.3822 -1.3855 1.0181 0.000
C 2.1178 -1.0032 0.5974 0.000
N 1.1631 -0.5916 1.4355 0.000
H -3.2931 -0.5947 3.6661 0.000
H -4.6336 -2.4883 2.7375 0.000
H -4.2353 -3.1755 0.3651 0.000
H -2.5596 -1.9306 -0.9656 0.000
H 2.8784 -0.8335 4.3182 0.000
H 4.6443 -1.6160 2.7513 0.000
H 4.1204 -1.7148 0.3005 0.000
H 1.8413 -1.0321 -0.4560 0.000
N 0.6911 -0.5327 -2.6590 0.002
C 1.1742 0.7210 -2.3313 0.002
C 2.3308 1.2208 -2.9461 0.000
C 2.8474 2.4150 -2.5153 0.000
C 2.2243 3.0970 -1.4710 0.000
C 1.0925 2.5384 -0.9367 0.000
N 0.5507 1.3760 -1.3546 0.000
H 0.9065 -0.8538 -3.5911 0.000
H -0.2727 -0.6931 -2.3945 0.000
H 2.7979 0.6608 -3.7453 0.000
H 3.7381 2.8171 -2.9818 0.000
H 2.5989 4.0366 -1.0944 0.000
H 0.5563 3.0256 -0.1316 0.000
```

Calculated values
- total charge = 0
- lowest unoccupied orbital energy (spin up / spin down) (hartree) = 0.0008 / -0.0592
- multiplicity = 2
- gap between HOMO and LUMO (spin up / spin down) (Ha) = 0.2545 / 0.1940
- ΔE to the lowest compared entry with this formula, charge and spin (kJ/mol) = 0.00

Entry from the Open Molecules 2025 dataset: a 10-piece molecular cluster, C4H29NO11 overall in a non-equilibrium geometry (ωB97M-V/def2-TZVPD).

```
45
Properties=species:S:1:pos:R:3:lowdin_spin:R:1
C 2.6829 -1.5362 -1.4459 0.054
C 1.9641 -1.5134 -0.1047 0.069
C 1.3121 -2.8911 0.2086 0.042
O 0.9832 -3.1195 1.5010 0.137
N 0.7858 -0.5502 0.2026 0.526
C 1.0531 0.8180 0.0831 0.036
O 1.5527 1.2165 -1.0980 0.071
H 2.9195 -0.5156 -1.6745 0.003
H 3.6895 -2.0306 -1.4060 0.000
H 2.1120 -2.0488 -2.2221 0.002
H 2.6783 -1.2099 0.7398 0.005
H 1.9351 -3.8055 0.0571 0.000
H 0.3572 -2.9000 -0.4789 0.015
H 0.5831 -2.2406 1.8313 0.003
H -0.0478 -0.8087 -0.3891 0.013
H 0.0399 1.3678 0.2944 0.001
H 1.6441 1.3553 0.8298 0.005
H 0.8191 1.4425 -1.7906 0.001
H -2.7211 1.1337 0.7835 0.000
H -2.2068 2.2568 1.7185 0.000
O -2.9729 2.0434 1.2154 0.000
H -3.1195 2.4011 -1.1896 0.000
H -1.8396 2.8790 -0.9047 0.000
O -2.1895 2.3062 -1.5778 0.000
H 1.6353 3.3196 -0.7211 0.000
H 2.9726 3.1873 -0.1372 0.000
O 2.1544 3.7556 -0.0447 0.006
H -0.4522 1.1639 -4.4863 0.000
H 0.1591 2.2431 -3.3128 0.000
O 0.3062 1.6196 -4.0706 0.000
H -0.4331 0.0174 2.8022 0.001
H -1.6663 -0.3343 3.7788 0.000
O -1.2559 0.3174 3.1778 0.003
H -1.4972 0.6762 -1.8515 0.000
H -0.5742 -0.3713 -2.6297 0.000
O -1.1737 -0.1998 -1.9330 0.007
H -1.9328 -1.8359 1.7043 0.000
H -3.0464 -2.6024 1.4497 0.000
O -2.3068 -2.7311 2.0996 0.000
H 0.9745 1.4713 3.7381 0.000
H 1.5661 0.4802 4.6034 0.000
O 1.7610 0.8356 3.6977 0.002
H -3.4997 -1.6648 -1.6197 0.000
H -2.4017 -1.6686 -0.8091 0.000
O -3.3036 -1.7292 -0.6192 0.000
```

Calculated values
- total charge = +1
- lowest unoccupied orbital energy (spin up / spin down) (hartree) = -0.1224 / -0.3239
- multiplicity = 2
- gap between HOMO and LUMO (spin up / spin down) (Ha) = 0.4016 / 0.1977
- ΔE to the lowest compared entry with this formula, charge and spin (kJ/mol) = 519.79

Entry from the Open Molecules 2025 dataset: C13H17IMnN2 as an isolated structure in a non-equilibrium geometry (ωB97M-V/def2-TZVPD).

```
34
Properties=species:S:1:pos:R:3:lowdin_spin:R:1
C 0.4878 2.6334 -1.1831 0.092
C 0.2828 2.9593 -2.7016 0.014
H -0.3008 1.9001 -0.9141 0.023
H 0.2776 3.5119 -0.5639 0.013
H 1.5776 2.4402 -1.0207 0.017
H -0.6885 2.5986 -3.0499 0.001
H 0.2876 4.0495 -2.8574 0.001
H 1.0605 2.5430 -3.3329 0.001
Mn 0.9933 0.7082 -0.5618 4.393
C 1.4802 0.0216 -2.3231 0.077
H 0.5927 -0.5115 -2.7012 0.024
H 2.3156 -0.6815 -2.2291 0.017
H 1.7492 0.8356 -3.0042 0.015
I 2.9938 1.2081 0.8813 0.124
C 1.6847 -3.6380 0.3368 0.003
C 0.5844 -3.9967 1.1187 0.007
C -0.3719 -3.0259 1.4114 0.002
C -0.2123 -1.7120 0.9261 0.013
N 0.8339 -1.3982 0.1110 0.055
C 1.7727 -2.3271 -0.1403 0.012
C -1.0937 -0.6019 1.3039 0.017
C -2.1330 -0.7519 2.2429 -0.001
C -2.9198 0.3412 2.5957 0.013
C -2.6425 1.5767 2.0096 -0.001
C -1.5627 1.6863 1.1300 0.017
N -0.8209 0.6201 0.7501 0.045
H 2.4748 -4.3398 0.0813 0.000
H 0.4732 -5.0101 1.4993 0.000
H -1.2492 -3.2531 2.0128 0.000
H 2.6166 -1.9934 -0.7422 0.001
H -2.2932 -1.7330 2.6832 0.000
H -3.7285 0.2284 3.3154 0.001
H -3.2365 2.4638 2.2184 0.000
H -1.2857 2.6481 0.6974 0.001
```

Calculated values
- total charge = 0
- lowest unoccupied orbital energy (spin up / spin down) (hartree) = -0.0272 / -0.0305
- multiplicity = 6
- gap between HOMO and LUMO (spin up / spin down) (Ha) = 0.1924 / 0.2617
- ΔE to the lowest compared entry with this formula, charge and spin (kJ/mol) = 70.00